{
  "formula": "C29H45BO2P2Re",
  "method": "wB97M-V/def2-TZVPD",
  "e_above_lowest_kj_mol": 219.94,
  "charge": 2,
  "mol_weight_g_mol": 684.6,
  "total_energy_ha": -2067.496693,
  "gap_ev": [5.7, 5.0],
  "multiplicity": 4,
  "e_homo_ha": [-0.45321, -0.50069],
  "s_squared": 3.7645,
  "lumo_energy_ev": [-6.62, -8.63],
  "elements": ["Re", "C", "C", "C", "C", "C", "C", "H", "H", "H", "C", "H", "H", "H", "C", "H", "H", "H", "C", "H", "H", "H", "C", "H", "H", "H", "C", "C", "C", "C", "C", "C", "C", "C", "H", "H", "H", "H", "H", "H", "H", "H", "H", "H", "H", "H", "P", "C", "C", "P", "C", "C", "C", "H", "H", "H", "H", "H", "H", "H", "H", "H", "H", "H", "H", "H", "H", "O", "B", "O", "C", "C", "C", "C", "C", "C", "H", "H", "H", "H"],
  "xyz": [[-0.389, -1.765, 0.270], [-2.057, -2.071, 1.497], [-1.686, -3.351, 0.988], [0.155, -2.565, 2.147], [-0.950, -1.627, 2.306], [-0.327, -3.629, 1.332], [-3.430, -1.461, 1.498], [-4.008, -1.881, 0.676], [-3.372, -0.373, 1.404], [-3.905, -1.719, 2.451], [-1.155, -0.634, 3.393], [-2.082, -0.915, 3.928], [-1.311, 0.390, 3.033], [-0.340, -0.644, 4.115], [1.401, -2.718, 2.956], [1.324, -3.609, 3.591], [1.598, -1.863, 3.601], [2.264, -2.855, 2.309], [0.337, -4.955, 1.166], [-0.028, -5.663, 1.921], [1.415, -4.893, 1.265], [0.131, -5.415, 0.200], [-2.636, -4.381, 0.465], [-2.674, -5.224, 1.172], [-2.326, -4.784, -0.505], [-3.645, -3.962, 0.357], [-1.457, 4.367, -1.699], [-1.994, 3.183, -1.469], [-1.731, 2.345, -0.247], [-0.183, 2.017, -0.079], [0.993, 2.415, -0.810], [1.304, 2.782, -2.064], [0.977, 4.185, -2.410], [-0.079, 4.759, -1.364], [-2.393, 1.467, -0.259], [-0.129, 0.845, -0.186], [-2.009, 2.913, 0.681], [0.003, 5.842, -1.343], [-1.924, 5.109, -2.351], [-2.880, 2.898, -2.087], [0.144, 4.474, -0.345], [1.896, 4.812, -2.382], [2.034, 2.154, -2.647], [0.529, 4.208, -3.408], [0.056, 2.238, 1.000], [1.824, 1.943, -0.262], [-1.252, 0.575, -2.510], [-1.177, 1.432, -4.271], [-2.690, -0.457, -2.946], [0.965, -1.321, -1.361], [0.129, -0.461, -2.866], [0.179, -3.029, -1.460], [2.606, -1.175, -2.196], [-0.317, 1.115, -4.897], [-1.107, 2.528, -4.173], [-2.092, 1.190, -4.858], [-2.813, -0.458, -4.022], [-3.556, 0.010, -2.469], [-2.535, -1.447, -2.529], [2.527, -0.744, -3.209], [3.039, -2.170, -2.291], [3.295, -0.553, -1.629], [0.862, 0.200, -3.335], [-0.169, -1.308, -3.478], [0.907, -3.796, -1.229], [-0.174, -2.976, -2.482], [-0.779, -3.380, -0.980], [2.716, -0.295, 1.503], [1.274, -0.428, 1.409], [0.775, 0.681, 2.188], [1.813, 1.491, 2.561], [1.773, 2.811, 2.991], [3.002, 3.335, 3.428], [4.194, 2.590, 3.315], [4.212, 1.336, 2.667], [2.994, 0.810, 2.272], [0.852, 3.398, 2.916], [3.012, 4.332, 3.884], [5.133, 3.014, 3.713], [5.119, 0.759, 2.536]],
  "forces_ev_per_angstrom": [[2.8, 4.3, -0.8], [-1.1, -0.1, 1.4], [-0.5, -0.7, 0.6], [-0.7, -1.8, 2.2], [-0.7, -0.7, 1.5], [-0.3, -0.9, 2.1], [0.4, -0.3, 0.2], [-0.1, 0.2, 0.1], [-0.1, -0.2, 0.0], [-0.2, 0.1, -0.2], [-0.6, 0.6, 0.4], [0.4, 0.0, -0.2], [0.1, -0.3, 0.2], [0.0, 0.1, -0.1], [0.2, 0.0, 0.2], [-0.1, 0.2, 0.0], [0.0, 0.1, 0.0], [0.1, 0.0, 0.0], [0.1, -0.1, -0.4], [0.0, 0.3, 0.0], [0.2, 0.1, 0.1], [-0.1, 0.0, -0.1], [-0.2, 0.1, -0.6], [0.0, 0.3, -0.2], [-0.1, -0.1, 0.1], [0.3, -0.2, 0.0], [0.1, 0.5, -1.5], [-2.3, -0.1, 0.2], [1.4, 1.0, 0.0], [-2.1, -0.3, 2.2], [-0.3, -3.1, 1.6], [1.3, 1.1, -1.8], [-1.4, 0.6, 0.6], [1.1, 0.8, 0.2], [0.8, 0.0, 0.1], [0.2, 1.5, 0.3], [0.2, -0.2, -0.8], [0.1, 0.1, -0.2], [-0.1, -0.7, -0.4], [0.5, 0.4, 0.8], [0.5, -0.1, 0.3], [-0.3, -0.5, -0.2], [-0.6, 0.9, 0.5], [0.3, 0.3, -0.2], [-0.1, -0.6, -1.1], [0.3, 0.2, 0.0], [-1.0, 1.4, -2.5], [-0.1, 0.2, 0.2], [-0.1, 0.2, 0.6], [0.0, 1.9, -4.0], [1.2, -1.3, 1.0], [0.5, -0.8, -1.5], [0.7, -0.8, 0.4], [-0.4, 0.0, 0.5], [-0.2, -0.4, 0.0], [0.6, 0.3, 0.5], [-0.2, -0.4, 0.0], [-0.1, -0.3, -0.2], [-0.3, -0.3, 0.0], [-0.3, -0.4, 0.7], [0.3, 0.0, 0.1], [0.1, -0.1, 0.3], [-0.1, -0.5, -0.1], [0.3, 0.1, -0.7], [0.1, -0.2, -0.5], [0.2, -0.6, -0.4], [0.4, 0.4, -0.2], [-1.6, -1.3, -0.6], [0.4, 1.7, 0.7], [-0.2, -1.1, -1.4], [0.5, -0.3, -0.4], [0.3, -0.4, 0.0], [0.2, -0.1, -0.1], [-0.2, 0.1, -0.1], [0.0, 0.0, 0.3], [0.0, 1.2, 0.3], [0.3, -0.2, 0.6], [0.1, -0.4, -0.3], [-0.6, -0.3, -0.3], [0.1, 0.2, -0.1]]
}

{
  "formula": "C29H45N2O6",
  "method": "wB97M-V/def2-TZVPD",
  "charge": 1,
  "mol_weight_g_mol": 517.7,
  "total_energy_ha": -1692.100195,
  "gap_ev": 5.9,
  "multiplicity": 1,
  "e_homo_ha": -0.35997,
  "lumo_energy_ev": -3.86,
  "elements": ["C", "C", "C", "C", "C", "C", "C", "C", "C", "C", "C", "C", "O", "C", "C", "O", "C", "C", "C", "C", "N", "C", "N", "C", "C", "H", "H", "H", "H", "H", "H", "H", "H", "H", "H", "H", "H", "H", "H", "H", "H", "H", "H", "H", "H", "H", "H", "H", "H", "H", "H", "H", "H", "H", "H", "H", "H", "H", "O", "C", "O", "C", "C", "C", "H", "H", "H", "H", "H", "H", "O", "C", "O", "C", "C", "C", "H", "H", "H", "H", "H", "H"],
  "xyz": [[1.747, 1.033, -3.101], [1.320, -0.537, -2.702], [2.189, -1.481, -3.728], [1.912, -0.769, -1.193], [-0.295, -0.605, -2.864], [-1.044, -1.977, -2.414], [-0.574, -3.344, -3.186], [-2.649, -1.770, -2.852], [-1.121, -2.205, -0.759], [-2.260, -1.429, 0.188], [-2.258, -1.657, 1.827], [-1.173, -2.630, 2.628], [-1.259, -2.703, 4.093], [-0.429, -3.777, 4.657], [1.157, -3.398, 4.857], [1.510, -2.019, 4.476], [2.648, -1.555, 5.307], [3.000, 0.051, 5.098], [1.584, 0.861, 4.938], [1.307, 2.109, 3.906], [-0.149, 2.394, 4.205], [-0.747, 1.471, 5.243], [0.324, 0.515, 5.740], [-0.090, -3.429, 1.692], [-0.092, -3.203, 0.070], [1.610, 1.640, -2.085], [1.067, 1.442, -3.971], [2.879, 0.981, -3.424], [1.876, -1.275, -4.841], [2.111, -2.644, -3.468], [3.348, -1.229, -3.591], [2.864, -0.093, -0.977], [1.138, -0.602, -0.324], [2.285, -1.891, -1.083], [-0.591, -0.301, -3.980], [-0.748, 0.272, -2.192], [-0.499, -3.106, -4.352], [0.412, -3.832, -2.786], [-1.430, -4.163, -3.101], [-2.992, -0.689, -2.492], [-2.697, -1.730, -4.042], [-3.336, -2.615, -2.410], [-3.081, -0.710, -0.282], [-3.099, -1.072, 2.428], [-0.855, -3.986, 5.752], [-0.489, -4.801, 4.089], [1.818, -4.147, 4.210], [1.452, -3.605, 5.977], [2.395, -1.684, 6.465], [3.643, -2.170, 5.124], [3.720, 0.223, 4.179], [3.549, 0.503, 6.053], [2.075, 2.603, 3.173], [-0.709, 3.129, 3.720], [-1.834, 1.391, 5.692], [0.244, -0.257, 6.442], [0.721, -4.140, 2.143], [0.717, -3.761, -0.576], [-1.126, 0.165, -6.164], [-0.423, -0.153, -7.109], [0.857, -0.613, -6.996], [1.411, -0.782, -8.300], [0.226, -0.920, -9.220], [-0.813, -0.055, -8.553], [2.021, 0.096, -8.537], [2.047, -1.671, -8.318], [0.445, -0.626, -10.250], [-0.115, -1.962, -9.231], [-0.741, 0.988, -8.873], [-1.821, -0.442, -8.716], [-0.053, 8.101, 4.842], [-1.030, 7.476, 4.462], [-2.149, 8.048, 3.928], [-3.128, 7.035, 3.699], [-2.354, 5.746, 3.612], [-1.200, 5.990, 4.552], [-3.837, 7.039, 4.533], [-3.669, 7.249, 2.773], [-2.950, 4.867, 3.871], [-1.974, 5.609, 2.592], [-1.450, 5.720, 5.581], [-0.298, 5.469, 4.222]],
  "forces_ev_per_angstrom": [[-0.2, -1.0, 0.7], [1.2, 1.1, -0.4], [0.3, -0.4, 0.3], [0.3, -0.8, 0.4], [0.0, 0.5, 0.4], [-1.9, -0.5, 0.4], [-0.6, -0.2, -0.5], [0.6, 0.8, -0.5], [0.0, -0.5, 4.2], [3.0, -2.5, 2.0], [1.9, -1.2, -1.9], [-0.1, 0.6, -4.3], [1.4, -1.4, -2.9], [0.2, -0.5, 1.5], [0.8, -1.2, -0.2], [1.2, -0.5, 2.0], [0.7, 0.3, 1.1], [-1.0, 0.1, 0.1], [-1.3, 2.4, -1.9], [-2.2, -4.8, 5.2], [1.2, -3.6, 2.6], [4.1, -0.7, -0.7], [0.5, 5.5, -5.3], [-2.5, 2.5, -1.6], [-2.4, 2.0, 1.4], [0.3, -0.9, -2.5], [1.5, -0.7, 1.8], [-2.3, 0.5, 0.7], [0.6, -0.5, 2.2], [-0.1, 2.6, -0.7], [-2.5, -0.4, -0.3], [-2.0, -1.3, -0.7], [1.4, -0.2, -1.8], [-0.8, 2.3, -0.2], [0.7, -1.0, 2.4], [1.0, -1.9, -1.3], [0.1, -0.4, 2.6], [-1.8, 1.1, -0.9], [1.8, 1.8, 0.0], [0.6, -2.4, -0.7], [0.0, -0.3, 2.6], [1.4, 1.7, -0.9], [2.0, -1.8, 1.2], [2.1, -1.5, -1.3], [0.7, 0.6, -2.5], [-0.1, 2.2, 0.8], [-1.3, 1.6, 1.3], [-0.6, 0.5, -2.1], [0.4, 0.1, -2.3], [-2.1, 1.2, 0.2], [-1.9, -0.2, 1.7], [-1.2, -1.2, -2.0], [-2.1, -0.9, 1.6], [0.5, -1.0, 0.7], [2.5, 0.6, -1.4], [-0.1, 1.1, -1.1], [-1.8, 1.6, -0.9], [-1.8, 1.2, 1.6], [1.4, -0.7, -1.0], [-1.0, 0.8, 1.5], [-0.9, 0.2, 0.5], [0.7, -0.2, -0.4], [-0.1, -0.4, -0.8], [-0.2, -0.3, -0.4], [0.0, -0.1, 0.1], [-0.1, 0.2, 0.2], [0.0, -0.1, 0.2], [0.1, 0.2, 0.0], [-0.1, 0.0, 0.1], [0.1, 0.4, 0.2], [-1.9, -0.9, -0.9], [1.9, 1.7, 0.9], [0.8, -0.2, 0.2], [-0.8, 0.1, -0.2], [-0.1, -0.9, -0.4], [-0.1, -0.6, -0.2], [0.1, 0.0, -0.1], [0.1, 0.2, 0.2], [-0.1, 0.1, -0.1], [-0.1, 0.0, 0.1], [0.2, 0.1, 0.0], [0.1, 0.3, 0.4]]
}

{
  "formula": "C29H45OSi",
  "method": "wB97M-V/def2-TZVPD",
  "e_above_lowest_kj_mol": 0.00,
  "charge": 1,
  "mol_weight_g_mol": 437.8,
  "total_energy_ha": -1496.563045,
  "gap_ev": 5.0,
  "multiplicity": 1,
  "e_homo_ha": -0.37746,
  "lumo_energy_ev": -5.26,
  "elements": ["C", "C", "C", "C", "O", "Si", "C", "C", "C", "H", "H", "H", "H", "H", "H", "H", "H", "H", "H", "H", "H", "H", "H", "H", "H", "C", "C", "C", "C", "C", "C", "C", "C", "C", "C", "C", "C", "C", "C", "C", "C", "C", "C", "C", "C", "C", "C", "H", "H", "H", "H", "H", "H", "H", "H", "H", "H", "H", "H", "H", "H", "H", "H", "H", "H", "H", "H", "H", "H", "H", "H", "H", "H", "H", "H", "H"],
  "xyz": [[-1.387, -2.174, 4.563], [-0.242, -1.295, 4.205], [-0.387, 0.181, 4.227], [0.939, -1.832, 3.851], [2.037, -1.107, 3.489], [3.554, -1.741, 3.849], [4.870, -0.548, 3.273], [3.713, -1.958, 5.697], [3.828, -3.387, 3.002], [-2.258, -1.596, 4.876], [-1.685, -2.786, 3.710], [-1.122, -2.844, 5.383], [-1.371, 0.490, 4.584], [0.363, 0.630, 4.881], [-0.244, 0.595, 3.228], [1.055, -2.908, 3.840], [5.855, -0.911, 3.553], [4.825, -0.447, 2.193], [4.705, 0.423, 3.731], [4.702, -2.336, 5.944], [3.566, -1.000, 6.188], [2.965, -2.659, 6.055], [4.824, -3.754, 3.236], [3.097, -4.116, 3.341], [3.740, -3.266, 1.926], [-6.483, 1.043, -2.172], [-5.128, 0.599, -2.597], [-4.424, -0.322, -1.850], [-3.148, -0.742, -2.202], [-2.522, -1.752, -1.299], [-2.538, -0.211, -3.352], [-1.151, -0.639, -3.823], [-1.126, -2.106, -4.264], [-0.012, -0.333, -2.827], [0.115, 1.091, -2.430], [0.910, 1.600, -1.413], [0.883, 3.021, -1.160], [-0.013, 3.938, -1.921], [1.681, 3.557, -0.177], [2.515, 2.771, 0.609], [3.374, 3.385, 1.657], [2.524, 1.399, 0.398], [1.767, 0.790, -0.574], [1.888, -0.693, -0.681], [-3.257, 0.711, -4.126], [-2.706, 1.289, -5.386], [-4.530, 1.099, -3.737], [-6.900, 1.773, -2.868], [-7.170, 0.197, -2.118], [-6.438, 1.509, -1.186], [-4.886, -0.729, -0.967], [-1.576, -2.132, -1.668], [-2.344, -1.322, -0.312], [-3.185, -2.612, -1.178], [-0.910, -0.040, -4.717], [-1.870, -2.293, -5.040], [-0.146, -2.383, -4.658], [-1.341, -2.787, -3.443], [-0.158, -0.936, -1.932], [0.933, -0.660, -3.278], [-0.457, 1.786, -3.014], [0.061, 4.963, -1.550], [0.244, 3.954, -2.981], [-1.055, 3.630, -1.821], [1.660, 4.617, 0.005], [3.975, 2.631, 2.171], [4.058, 4.114, 1.216], [2.765, 3.896, 2.405], [3.152, 0.794, 1.027], [2.678, -1.078, -0.032], [0.966, -1.185, -0.370], [2.148, -0.996, -1.695], [-3.414, 1.981, -5.846], [-1.787, 1.846, -5.193], [-2.497, 0.505, -6.115], [-5.069, 1.808, -4.338]],
  "forces_ev_per_angstrom": [[-0.4, -0.4, 0.1], [1.6, -0.3, -0.5], [-0.2, 0.6, 0.1], [-1.3, 0.0, 0.4], [0.5, 0.2, -0.2], [0.5, -0.2, 0.5], [-0.7, -0.1, 0.0], [-0.2, 0.1, -0.5], [-0.3, 0.5, 0.1], [0.1, 0.0, 0.0], [-0.1, -0.1, 0.1], [-0.1, -0.1, 0.0], [0.1, 0.0, 0.0], [0.0, 0.1, 0.0], [0.0, 0.2, -0.1], [0.1, -0.2, 0.0], [0.1, 0.0, 0.0], [0.2, 0.1, -0.2], [0.1, 0.2, 0.0], [0.1, -0.1, 0.1], [0.0, 0.1, 0.2], [-0.1, -0.1, 0.2], [0.1, -0.1, 0.0], [0.0, -0.2, 0.0], [0.0, -0.1, -0.2], [-0.4, 0.2, 0.0], [0.1, 0.0, 0.0], [0.2, 0.0, -0.1], [-0.1, 0.3, -0.3], [0.3, -0.3, 0.2], [0.1, 0.0, 0.2], [0.0, 0.4, -0.4], [0.2, -0.1, 0.0], [-0.7, -0.1, -0.2], [0.8, -0.6, 0.7], [-0.3, -0.2, -0.2], [0.2, 0.4, 0.3], [-0.2, 0.2, -0.1], [-0.4, 0.1, -0.4], [0.1, 0.0, 0.1], [0.3, -0.2, 0.2], [0.0, -0.3, -0.1], [0.2, -0.2, 0.3], [0.4, -0.3, 0.0], [-0.2, -0.1, 0.3], [0.0, 0.2, -0.4], [0.2, -0.1, 0.0], [0.0, -0.1, 0.1], [0.0, 0.0, 0.1], [-0.1, 0.0, 0.0], [-0.1, -0.2, 0.3], [-0.1, -0.1, 0.1], [0.0, -0.1, 0.1], [0.0, 0.0, 0.1], [-0.1, -0.3, 0.3], [0.0, 0.1, 0.0], [0.0, 0.0, -0.1], [0.0, 0.0, -0.1], [0.2, 0.1, -0.1], [0.1, 0.0, 0.1], [-0.3, 0.3, -0.2], [0.1, -0.2, 0.0], [-0.1, 0.0, -0.1], [0.0, 0.0, -0.1], [-0.1, 0.3, 0.0], [-0.1, 0.1, -0.1], [-0.1, 0.1, 0.0], [0.0, 0.1, -0.1], [0.1, -0.2, 0.1], [-0.1, 0.3, 0.0], [0.0, -0.1, -0.1], [-0.1, -0.1, 0.1], [0.0, -0.1, 0.1], [0.1, 0.0, -0.2], [0.1, 0.1, -0.1], [-0.1, 0.2, -0.2]]
}

Calculated max |F| (eV Å⁻¹), listed in the same order as above: 5.201; 7.594; 1.652